{"formula": "C13H21AsMnN7OS2Se", "method": "ωB97M-V/def2-TZVPD", "elements": ["Mn", "C", "S", "C", "S", "N", "N", "C", "C", "C", "C", "C", "C", "N", "H", "H", "H", "H", "H", "H", "H", "H", "N", "C", "N", "N", "C", "N", "H", "H", "H", "H", "Se", "C", "As", "C", "C", "O", "H", "H", "H", "H", "H", "H", "H", "H", "H"], "positions_angstrom": [[0.098, -0.595, 1.082], [-3.331, 4.457, -1.239], [-1.640, 4.301, -0.598], [-1.508, 2.578, -0.154], [-2.809, 1.527, -0.200], [-0.299, 2.361, 0.277], [0.304, 1.228, 0.408], [1.379, 1.109, 1.191], [2.297, 0.050, 0.870], [3.632, -0.037, 1.309], [4.411, -1.065, 0.831], [3.862, -1.994, -0.054], [2.524, -1.896, -0.381], [1.767, -0.897, 0.052], [-3.866, 5.177, -0.630], [-3.798, 3.476, -1.160], [-3.286, 4.794, -2.271], [1.681, 1.930, 1.844], [4.012, 0.690, 2.012], [5.440, -1.160, 1.144], [4.465, -2.784, -0.467], [2.028, -2.642, -0.991], [-1.286, -1.319, 7.017], [-1.153, -1.496, 5.687], [-0.998, -2.729, 5.209], [-1.258, -0.415, 4.947], [-1.114, -0.273, 3.702], [-0.976, 0.051, 2.584], [-1.116, -2.081, 7.649], [-1.358, -0.386, 7.383], [-0.861, -3.511, 5.828], [-0.700, -2.876, 4.241], [0.251, -2.657, 2.068], [-3.567, -1.537, 1.311], [-2.520, -2.015, -0.255], [-2.170, -3.930, -0.207], [-3.622, -1.699, -1.822], [-1.140, -1.149, -0.485], [-4.547, -2.007, 1.231], [-3.671, -0.450, 1.344], [-3.051, -1.896, 2.204], [-3.094, -4.500, -0.105], [-1.504, -4.140, 0.634], [-1.665, -4.194, -1.139], [-4.541, -2.282, -1.775], [-3.044, -1.976, -2.707], [-3.844, -0.632, -1.858]], "forces_ev_per_a": [[-2.688, -2.739, -0.254], [0.483, -0.022, 0.148], [-0.074, -0.132, -0.107], [-1.916, -0.509, -0.511], [0.163, 0.178, 0.042], [2.171, 1.058, 1.204], [0.264, 0.980, -0.703], [0.361, 2.336, -0.285], [1.168, -0.579, -0.720], [-0.536, 0.146, 0.095], [-0.228, -0.065, -0.096], [-0.084, 0.122, -0.044], [0.211, -0.241, 0.012], [1.162, 0.441, 0.184], [-0.103, 0.090, 0.055], [-0.048, 0.053, -0.067], [-0.040, -0.031, -0.036], [-0.060, -0.220, -0.090], [0.032, 0.039, -0.017], [0.075, 0.030, -0.002], [0.032, -0.152, -0.033], [-0.009, 0.049, 0.057], [0.044, -0.233, 0.106], [-0.203, -0.139, -0.188], [0.031, -0.273, 0.354], [-0.146, 0.292, 1.341], [0.372, 0.501, -1.730], [-0.769, 0.060, 1.378], [-0.024, 0.084, 0.016], [0.000, -0.043, -0.140], [-0.023, 0.138, 0.117], [0.101, 0.300, -0.508], [0.341, -1.073, 0.553], [0.143, -0.079, -0.108], [-0.767, -0.632, -0.052], [0.008, 0.192, 0.037], [0.118, -0.029, 0.261], [0.681, 0.123, 0.006], [-0.026, -0.060, -0.030], [0.096, -0.201, -0.022], [-0.004, 0.021, -0.183], [-0.092, 0.075, -0.083], [-0.117, 0.169, -0.169], [-0.082, 0.040, 0.063], [0.005, 0.006, -0.013], [-0.040, 0.012, 0.153], [0.015, -0.082, 0.007]], "s2": 6.293, "e_homo_ev": [-6.68, -6.92], "lumo_ev": [-0.4, -0.8], "max_force_ev_per_a": 3.8, "multiplicity": 5, "energy_ha": -7551.0242}